The following is a quantum chemistry calculation of the molecule C5H6N2, from the Open Molecules 2025 dataset.

Results
* highest occupied orbital energy: -9.0 eV
* SMILES: N=C=CC[C@H]1C=N1
* HOMO-LUMO gap: 9.906 eV
* spin multiplicity: 1

Last column: Löwdin charge in e.
CARTESIAN COORDINATES (ANGSTROEM)
1 N 1.96 -1.73 0.81  0.139
2 C 1.55 -0.58 0.67  -0.201
3 C 1.13 0.63 0.38  -0.118
4 C 0.29 0.81 -0.86  -0.181
5 C -1.18 0.47 -0.62  -0.285
6 C -1.60 -0.51 0.35  -0.127
7 N -1.78 0.66 0.76  0.152
8 H 1.29 -2.34 1.28  0.066
9 H 1.28 1.44 1.08  0.110
10 H 0.66 0.16 -1.66  0.114
11 H 0.37 1.84 -1.23  0.107
12 H -1.85 0.72 -1.45  0.114
13 H -1.74 -1.53 0.70  0.111



The following is a quantum chemistry calculation of the molecule CH5N3O, from the Open Molecules 2025 dataset.

Results
* highest occupied orbital energy: -8.5 eV
* SMILES: N/N=C\NO
* HOMO-LUMO gap: 9.509 eV
* spin multiplicity: 1

Last column: Löwdin charge in e.
CARTESIAN COORDINATES (ANGSTROEM)
1 N 1.67 -0.52 -0.16  -0.066
2 N 1.18 0.82 -0.17  -0.084
3 C -0.09 0.88 -0.08  -0.246
4 N -0.94 -0.26 -0.03  -0.084
5 O -2.33 0.05 -0.25  -0.068
6 H 1.61 -0.96 0.80  0.103
7 H 2.70 -0.34 -0.36  0.090
8 H -0.54 1.82 0.31  0.128
9 H -0.56 -1.09 -0.58  0.138
10 H -2.70 -0.42 0.52  0.088



The following is a quantum chemistry calculation of a structure of composition C29H26F4N6O2PtTe, from the Open Molecules 2025 dataset.

Results
* highest occupied orbital energy (spin up / spin down): -13.3 / -14.2 eV
* net charge: +2
* HOMO-LUMO gap (spin up / spin down): 7.086 / 5.171 eV
* spin multiplicity: 5

Last column: Löwdin charge in e.
CARTESIAN COORDINATES (ANGSTROEM)
1 Pt -1.66 -0.21 0.69  0.914
2 O 0.72 -2.67 3.15  0.107
3 C 0.31 -1.62 2.69  -0.586
4 O -0.59 -1.53 1.78  -0.324
5 C 0.89 -0.31 3.24  -0.163
6 N 1.83 -0.73 4.35  0.097
7 C 1.22 -0.27 5.65  -0.082
8 C 0.50 1.00 5.25  -0.134
9 C -0.13 0.63 3.90  -0.121
10 H 1.48 0.17 2.46  0.153
11 H 2.77 -0.35 4.23  0.190
12 H 1.86 -1.77 4.26  0.161
13 H 1.99 -0.16 6.40  0.141
14 H 0.52 -1.05 5.96  0.146
15 H 1.22 1.81 5.12  0.128
16 H -0.23 1.31 5.99  0.131
17 H -0.32 1.51 3.28  0.114
18 H -1.07 0.11 4.05  0.121
19 F 0.75 3.21 -1.75  0.111
20 C 1.28 2.87 -2.93  -0.140
21 C 1.31 3.80 -3.94  -0.138
22 F 0.79 4.99 -3.69  0.146
23 C 1.86 3.50 -5.20  0.003
24 C 2.39 2.22 -5.35  -0.129
25 C 2.37 1.28 -4.33  -0.126
26 F 2.86 0.08 -4.56  0.165
27 C 1.80 1.58 -3.09  -0.029
28 C 1.77 0.61 -2.01  -0.064
29 C 0.83 0.68 -0.96  -0.069
30 N 0.11 0.65 -0.05  0.099
31 C 2.66 -0.47 -1.92  -0.142
32 N 3.40 -1.35 -1.79  0.259
33 F 2.94 1.84 -6.50  0.163
34 C 1.88 4.48 -6.28  -0.080
35 C 1.32 5.77 -6.15  -0.156
36 N 0.87 6.83 -6.08  0.244
37 C 2.43 4.20 -7.55  -0.152
38 N 2.84 4.00 -8.61  0.252
39 C -4.53 2.48 -0.51  -0.019
40 C -3.05 2.21 -0.81  -0.682
41 C -2.78 2.31 -2.32  -0.012
42 C -2.16 3.19 -0.02  -0.032
43 N -2.72 0.88 -0.39  -0.009
44 H -4.81 3.42 -0.99  0.106
45 H -4.70 2.57 0.56  0.092
46 H -5.15 1.69 -0.92  0.065
47 H -2.87 3.35 -2.62  0.104
48 H -3.50 1.71 -2.88  0.094
49 H -1.77 1.96 -2.56  0.070
50 H -2.54 4.20 -0.20  0.106
51 H -1.13 3.14 -0.35  0.054
52 H -2.21 2.99 1.05  0.081
53 C -5.37 -0.80 0.87  -0.375
54 Te -3.58 -1.68 1.61  1.510
55 C -3.70 -2.93 -0.11  -0.356
56 C -4.66 -2.25 -1.05  -0.294
57 C -4.76 -2.66 -2.37  -0.022
58 C -5.70 -2.08 -3.21  -0.051
59 C -6.55 -1.09 -2.73  -0.051
60 C -6.44 -0.67 -1.41  -0.042
61 C -5.49 -1.24 -0.57  -0.302
62 H -5.32 0.28 0.99  0.041
63 H -6.19 -1.17 1.50  0.077
64 H -4.06 -3.90 0.24  0.079
65 H -2.70 -3.07 -0.52  0.069
66 H -4.12 -3.45 -2.75  0.125
67 H -5.77 -2.40 -4.24  0.117
68 H -7.29 -0.64 -3.37  0.117
69 H -7.11 0.09 -1.03  0.125



The following is a quantum chemistry calculation of the molecule C9H12N6O5, from the Open Molecules 2025 dataset.

Results
* highest occupied orbital energy: -8.3 eV
* SMILES: CN[N+](C)(C)[C@H]1C(=[N+]([O-])[O-])C=C([N+](=O)[O-])c2nonc21
* HOMO-LUMO gap: 7.326 eV
* spin multiplicity: 1

Last column: Löwdin charge in e.
CARTESIAN COORDINATES (ANGSTROEM)
1 C 3.04 -5.45 0.31  -0.077
2 N 2.55 -4.09 0.09  -0.072
3 N 2.74 -3.10 1.08  -0.239
4 C 4.15 -2.48 1.08  0.009
5 C 2.60 -3.72 2.42  -0.017
6 C 1.82 -1.75 0.58  -0.025
7 C 1.15 -2.10 -0.76  -0.109
8 N 1.87 -2.49 -1.95  -0.303
9 O 1.26 -2.59 -3.03  0.054
10 O 3.14 -2.74 -1.91  -0.045
11 C -0.24 -2.05 -0.94  0.099
12 C -1.13 -1.68 0.10  -0.105
13 N -2.55 -1.51 -0.14  -0.328
14 O -3.29 -1.14 0.79  0.044
15 O -3.00 -1.74 -1.29  0.028
16 C -0.56 -1.52 1.39  -0.163
17 N -1.17 -1.81 2.59  0.165
18 O -0.17 -1.82 3.49  -0.072
19 N 1.09 -1.43 2.94  0.134
20 C 0.83 -1.36 1.61  -0.171
21 H 2.94 -5.98 -0.66  0.106
22 H 4.08 -5.51 0.65  0.078
23 H 2.38 -5.95 1.03  0.078
24 H 2.99 -3.71 -0.79  0.045
25 H 4.08 -1.67 1.82  0.110
26 H 4.90 -3.24 1.36  0.103
27 H 4.29 -2.13 0.04  0.092
28 H 3.57 -4.16 2.70  0.104
29 H 2.31 -2.98 3.16  0.076
30 H 1.85 -4.50 2.35  0.103
31 H 2.59 -0.91 0.53  0.163
32 H -0.70 -2.19 -1.92  0.136



Let's list energy above the lowest of the compared OMol25 structures with the same formula, charge and spin in order: 78.9 68.0 13.1 258.2 kcal per mole.